{
  "formula": "C2H10N3O",
  "method": "the ωB97M-V functional and the def2-TZVPD basis",
  "symbols": ["C", "N", "C", "N", "N", "H", "H", "H", "H", "H", "H", "H", "H", "H", "H", "O"],
  "positions_angstrom": [[1.19470, -1.72585, 1.26393], [0.20675, -1.32985, 0.25297], [-0.42292, -0.17943, 0.35398], [-1.27339, 0.23203, -0.64065], [-0.09184, 0.69886, 1.33321], [1.40204, -2.79334, 1.18933], [2.12077, -1.16989, 1.13934], [0.85482, -1.64229, 2.30120], [0.46804, -1.81046, -0.60006], [-2.07743, 0.70860, -0.23004], [-0.84921, 0.86637, -1.37101], [-0.80454, 1.30971, 1.68830], [0.55551, 0.34699, 2.01515], [-1.00474, 2.67119, -2.78679], [0.23431, 1.95820, -3.25435], [-0.51286, 1.85914, -2.65449]],
  "lowdin_charge": [-0.0449, 0.0796, -0.4090, 0.1295, 0.2254, 0.1037, 0.1043, 0.1007, 0.1735, 0.1148, 0.0691, 0.1334, 0.0952, 0.0737, 0.0789, -0.0279],
  "homo_ev": -14.6853,
  "de_lowest_kcal_mol": 26.8,
  "homo_lumo_gap_ha": 0.420,
  "charge": 1
}

{
  "formula": "C25H18BrF5MnNS",
  "method": "the ωB97M-V functional and the def2-TZVPD basis",
  "symbols": ["Mn", "C", "N", "C", "C", "C", "C", "C", "C", "C", "C", "H", "H", "H", "H", "H", "H", "H", "H", "H", "H", "H", "H", "Br", "C", "C", "C", "C", "C", "C", "C", "C", "C", "C", "H", "H", "H", "H", "H", "H", "F", "C", "C", "F", "C", "F", "C", "S", "C", "F", "C", "F"],
  "positions_angstrom": [[-0.64523, 0.96133, 0.39259], [-3.10573, -0.83285, 2.16219], [-2.53191, -0.83285, 0.82795], [-2.14621, -2.17530, 0.43357], [-3.45484, -0.25267, -0.14710], [-3.66808, 1.22403, 0.09455], [-4.95068, 1.75939, 0.05144], [-5.14352, 3.11982, 0.25786], [-4.04529, 3.92747, 0.51547], [-2.76902, 3.37157, 0.56296], [-2.53367, 2.00999, 0.35132], [-4.01137, -1.46072, 2.21591], [-3.37167, 0.18346, 2.44888], [-2.37606, -1.22331, 2.87371], [-3.01789, -2.84861, 0.37166], [-1.44530, -2.58698, 1.16062], [-1.65020, -2.14090, -0.53712], [-4.41773, -0.79468, -0.14967], [-2.99787, -0.40331, -1.13131], [-5.80422, 1.11433, -0.13776], [-6.14124, 3.54150, 0.22604], [-4.18315, 4.99042, 0.68189], [-1.92701, 4.02964, 0.76166], [0.62457, -0.88601, 2.02999], [1.67843, -1.63042, 0.62067], [2.67498, -2.48595, 0.98384], [3.48680, -3.06172, -0.01391], [3.25317, -2.77470, -1.32671], [2.21419, -1.89036, -1.70887], [1.97876, -1.59774, -3.07303], [0.99281, -0.72081, -3.41865], [0.22283, -0.08381, -2.41978], [0.38853, -0.30786, -1.06863], [1.39774, -1.26283, -0.72424], [2.85075, -2.70811, 2.02730], [4.29192, -3.72459, 0.27435], [3.86941, -3.21218, -2.10349], [2.60029, -2.07066, -3.82441], [0.81364, -0.49076, -4.46327], [-0.51568, 0.64109, -2.75500], [5.87887, -0.43925, 0.14829], [4.78378, 0.32688, 0.34432], [4.30927, 0.55374, 1.62300], [4.94209, -0.00924, 2.67521], [3.18612, 1.33707, 1.81895], [2.78137, 1.52376, 3.09184], [2.47255, 1.91114, 0.76417], [1.00627, 2.83451, 1.01501], [3.00624, 1.68944, -0.50996], [2.42465, 2.23999, -1.59271], [4.12923, 0.90882, -0.72624], [4.59432, 0.70980, -1.97535]],
  "lowdin_charge": [0.5764, -0.1021, -0.3288, -0.1320, -0.1971, -0.2915, -0.0789, -0.1240, -0.1237, -0.1462, -0.1789, 0.0878, 0.0863, 0.0647, 0.0860, 0.0482, 0.0770, 0.1166, 0.1179, 0.0948, 0.0854, 0.0864, 0.0683, 0.9002, -0.5438, -0.1431, -0.0909, -0.0451, -0.1801, -0.0591, -0.0932, -0.1426, -0.1873, -0.2423, 0.0971, 0.1002, 0.1075, 0.1025, 0.0939, 0.0851, 0.0909, -0.1506, -0.1577, 0.0898, -0.2866, 0.0419, -0.5971, 0.5491, -0.2510, 0.0698, -0.1488, 0.0986],
  "spin_multiplicity": 6,
  "homo_ev": [-4.0963, -4.9720],
  "homo_lumo_gap_ha": [0.251, 0.283],
  "s_squared": 8.76,
  "charge": -1
}

{
  "formula": "C7H12O",
  "method": "the ωB97M-V functional and the def2-TZVPD basis",
  "symbols": ["C", "C", "C", "C", "C", "C", "C", "O", "H", "H", "H", "H", "H", "H", "H", "H", "H", "H", "H", "H"],
  "positions_angstrom": [[-2.18960, 1.57344, 2.41367], [-1.84059, 0.76647, 1.42064], [-0.49304, 0.87408, 0.76776], [-0.39840, 0.51694, -0.71493], [0.05877, -0.91214, -1.05100], [1.56442, -1.12652, -0.69381], [2.48301, -1.15157, -1.87468], [3.66571, -0.95362, -1.74700], [-2.84483, 1.37002, 3.25495], [-1.53628, 2.39808, 2.69376], [-2.43486, -0.01100, 0.95062], [0.09087, 1.74108, 0.97046], [0.09500, 0.10520, 1.29896], [-1.39219, 0.55108, -1.17871], [0.22075, 1.23973, -1.24685], [-0.12641, -1.30629, -2.04440], [-0.48527, -1.53591, -0.33663], [1.87010, -0.53601, 0.16988], [1.60935, -2.10574, -0.21173], [2.08351, -1.49732, -2.84095]],
  "lowdin_charge": [-0.0107, -0.1780, -0.2234, -0.2165, -0.1972, -0.1616, -0.2642, 0.0457, 0.0512, 0.0550, 0.1035, 0.1037, 0.1131, 0.1061, 0.1096, 0.1025, 0.1044, 0.1141, 0.1205, 0.1221],
  "homo_ev": -9.5888,
  "smiles": "C=CCCCCC=O",
  "de_lowest_kcal_mol": 37.8,
  "homo_lumo_gap_ha": 0.386,
  "charge": 0
}

{
  "formula": "C2H10NO",
  "method": "the ωB97M-V functional and the def2-TZVPD basis",
  "symbols": ["C", "N", "H", "H", "H", "H", "H", "H", "C", "O", "H", "H", "H", "H"],
  "positions_angstrom": [[0.67980, 0.75706, 2.10447], [-0.02967, -0.55513, 1.63369], [0.65082, -1.33218, 1.74080], [-0.84186, -0.82710, 2.14902], [-0.44381, -0.29189, 0.63271], [1.30509, 0.58499, 2.94742], [0.05009, 1.54382, 2.31975], [1.22897, 1.08476, 1.07339], [0.10819, 0.24678, -2.25915], [-0.76080, -0.41526, -1.48473], [-1.42479, -1.02020, -1.90747], [-0.32859, 0.80251, -3.10620], [0.66389, 1.01337, -1.64198], [0.70636, -0.37317, -2.83742]],
  "lowdin_charge": [0.0155, 0.1369, 0.1754, 0.1377, 0.1772, 0.0819, 0.0582, 0.1543, -0.2091, -0.1296, 0.1402, 0.0961, 0.1046, 0.0605],
  "homo_ev": -14.1250,
  "de_lowest_kcal_mol": 45.2,
  "homo_lumo_gap_ha": 0.382,
  "charge": 1
}

{
  "formula": "C27H43F16IO12P3S",
  "method": "the ωB97M-V functional and the def2-TZVPD basis",
  "symbols": ["C", "O", "C", "C", "C", "C", "P", "I", "C", "C", "C", "F", "F", "F", "P", "S", "O", "C", "F", "C", "P", "C", "O", "O", "H", "H", "H", "H", "H", "H", "H", "H", "H", "H", "H", "H", "H", "H", "H", "H", "H", "H", "H", "H", "H", "H", "H", "C", "C", "O", "C", "O", "C", "F", "F", "F", "H", "H", "H", "H", "H", "C", "C", "O", "C", "O", "C", "F", "F", "F", "H", "H", "H", "H", "H", "C", "C", "O", "C", "O", "C", "F", "F", "F", "H", "H", "H", "H", "H", "C", "C", "O", "C", "O", "C", "F", "F", "F", "H", "H", "H", "H", "H"],
  "positions_angstrom": [[3.57238, -4.42544, 0.66286], [3.67621, -3.06491, 0.23478], [4.91312, -2.79495, -0.44373], [4.72668, -1.67709, -1.58844], [3.55153, -2.19580, -2.58581], [2.29762, -1.22173, -2.45436], [0.59130, -2.01491, -2.75854], [0.04338, -0.74786, -4.87184], [-0.44035, -0.86908, -1.62885], [0.00294, 0.65906, -1.60128], [-1.19047, 1.69938, -1.49671], [-0.69795, 2.94406, -1.97717], [-2.29036, 1.40716, -2.28332], [-1.50519, 1.88103, -0.14647], [1.28742, -3.56708, -4.23270], [2.15150, -2.72048, -5.79972], [0.99205, -2.95659, -1.32272], [0.04880, -3.91219, -0.90569], [-0.61830, -3.59943, 0.35094], [-1.14264, -3.93784, -1.99088], [-1.03560, -5.72978, -2.62853], [-1.08671, -6.94716, -1.17040], [-2.42858, -6.12851, -3.56520], [-0.94969, -2.88020, -2.94976], [4.01263, -4.57312, 1.70697], [4.03056, -5.18149, -0.04483], [2.46579, -4.68460, 0.74032], [5.71733, -2.52476, 0.30927], [5.26907, -3.73780, -0.99043], [5.73361, -1.61317, -2.11873], [4.48419, -0.68501, -1.10691], [3.36368, -3.26624, -2.28842], [3.99516, -2.08825, -3.62832], [2.37020, -0.74696, -1.41595], [2.43296, -0.38096, -3.21203], [-1.52142, -0.92848, -1.99066], [-0.48700, -1.21333, -0.54060], [0.66482, 0.99433, -2.44843], [0.61525, 0.80810, -0.64646], [2.09286, -4.58343, -3.63168], [0.11165, -4.22057, -4.75484], [0.62311, -4.85674, -0.67842], [-2.09680, -3.79588, -1.37611], [-0.91867, -7.97622, -1.63805], [-0.22042, -6.80844, -0.43236], [-2.09656, -6.96999, -0.64612], [-2.03807, -6.53567, -4.36521], [-2.23077, 4.73337, 1.17681], [-1.51320, 5.24648, 2.40846], [-0.31930, 5.95666, 2.03910], [-0.48220, 7.23096, 1.65552], [-1.53825, 7.79776, 1.60209], [0.87064, 7.85917, 1.33778], [1.64573, 7.04817, 0.59420], [1.56761, 8.13843, 2.45525], [0.76085, 9.01034, 0.66045], [-1.55730, 4.13378, 0.56250], [-3.08960, 4.12481, 1.45584], [-2.58043, 5.55889, 0.55221], [-1.19721, 4.40423, 3.02642], [-2.16353, 5.87174, 3.02479], [3.09823, 5.65363, -2.02707], [3.60388, 4.72969, -0.93570], [4.13250, 3.52016, -1.50204], [5.38874, 3.58991, -1.96859], [6.06916, 4.57872, -1.94227], [5.83631, 2.22877, -2.49384], [4.90026, 1.64095, -3.25540], [6.10817, 1.37525, -1.48925], [6.94582, 2.30770, -3.24330], [2.37672, 5.13632, -2.66342], [2.62239, 6.53524, -1.59645], [3.91467, 5.98249, -2.67367], [2.77376, 4.43717, -0.29054], [4.34687, 5.22038, -0.30258], [-0.52231, -4.05617, 6.27558], [-0.38929, -5.56632, 6.26104], [-0.68724, -6.09060, 4.95884], [0.31239, -6.03493, 4.06193], [1.39948, -5.58228, 4.28648], [-0.12228, -6.66484, 2.74228], [-1.35099, -6.26802, 2.36334], [-0.16505, -8.00939, 2.81702], [0.70323, -6.36787, 1.72123], [-1.50947, -3.75489, 5.91844], [-0.37574, -3.66616, 7.28438], [0.21144, -3.59043, 5.61476], [-1.11560, -6.00503, 6.94750], [0.60149, -5.88740, 6.59087], [-8.90813, 4.80036, 0.23054], [-7.41612, 4.80984, -0.03800], [-6.67930, 4.95195, 1.18652], [-6.50213, 3.82649, 1.89809], [-6.91700, 2.74882, 1.57752], [-5.66562, 4.11133, 3.14194], [-6.06274, 5.22192, 3.78859], [-4.36461, 4.29085, 2.83686], [-5.71547, 3.11726, 4.03801], [-9.20168, 5.68807, 0.79549], [-9.46782, 4.77475, -0.70588], [-9.19458, 3.93272, 0.82844], [-7.16054, 5.67112, -0.65726], [-7.09790, 3.91677, -0.58033]],
  "lowdin_charge": [-0.1192, -0.2181, -0.2401, -0.1583, -0.2528, -0.3357, 0.2247, 0.5117, -0.2773, -0.1599, -0.4605, 0.0277, 0.0856, 0.0558, 0.2088, -0.1195, -0.2948, -0.3661, -0.0690, -0.4293, 0.8973, -0.2842, -0.3499, -0.5099, 0.0952, 0.0924, 0.0745, 0.1165, 0.1170, 0.1099, 0.0924, 0.0758, 0.0743, 0.0918, 0.0528, 0.0888, 0.1028, 0.0738, 0.1243, -0.0472, -0.0578, 0.1135, 0.1363, 0.0399, 0.0249, 0.0479, 0.0283, -0.0534, -0.1945, 0.0293, -0.3811, 0.1673, -0.5203, 0.1494, 0.1594, 0.1624, 0.0669, 0.0633, 0.0870, 0.1305, 0.1203, -0.0559, -0.2016, 0.0299, -0.3771, 0.1601, -0.5261, 0.1658, 0.1526, 0.1594, 0.0877, 0.0641, 0.0777, 0.1240, 0.1255, -0.0616, -0.2083, 0.0239, -0.3716, 0.1700, -0.5135, 0.1576, 0.1567, 0.1392, 0.0847, 0.0805, 0.0802, 0.1232, 0.1241, -0.0637, -0.2007, 0.0250, -0.3752, 0.1763, -0.5101, 0.1609, 0.1299, 0.1683, 0.0818, 0.0823, 0.0769, 0.1264, 0.1293],
  "homo_ev": -3.7273,
  "homo_lumo_gap_ha": 0.209,
  "charge": -1
}

{
  "formula": "C30H23N3O3PS2Zr",
  "method": "the ωB97M-V functional and the def2-TZVPD basis",
  "symbols": ["Zr", "O", "S", "O", "O", "C", "C", "C", "C", "C", "C", "P", "C", "C", "C", "C", "C", "C", "C", "C", "C", "C", "C", "C", "H", "H", "H", "H", "H", "H", "H", "H", "H", "H", "H", "H", "H", "H", "N", "C", "C", "C", "C", "C", "C", "S", "N", "C", "C", "C", "C", "C", "C", "N", "H", "H", "H", "H", "H", "H", "H", "H", "H"],
  "positions_angstrom": [[0.69656, 0.35919, -1.62445], [1.01706, -1.56708, -2.49383], [2.54406, -1.65487, -2.41294], [3.17225, -2.37823, -3.44965], [2.77690, -0.09096, -2.29507], [2.82853, -2.42738, -0.79532], [3.71305, -3.51941, -0.83053], [4.43708, -3.91178, 0.33825], [3.89285, -3.51402, 1.61490], [2.84526, -2.65779, 1.59559], [2.34621, -1.97995, 0.43634], [1.10165, -0.62030, 0.71884], [2.17286, 0.41891, 1.73629], [1.63686, 1.30708, 2.65942], [2.40452, 2.44753, 3.03560], [3.74452, 2.59991, 2.70479], [4.30198, 1.70722, 1.78939], [3.57963, 0.59617, 1.34619], [-0.24476, -1.47013, 1.58231], [-1.23929, -0.60437, 2.03644], [-2.47997, -1.13380, 2.49521], [-2.74506, -2.52204, 2.36768], [-1.67025, -3.34023, 1.89130], [-0.38983, -2.86688, 1.69872], [3.98262, -3.77653, -1.83075], [5.40058, -4.41549, 0.38778], [4.45556, -3.89003, 2.48433], [2.41346, -2.38582, 2.52950], [0.62702, 1.20270, 2.98331], [1.91478, 3.32252, 3.60173], [4.36875, 3.21213, 3.32764], [5.31305, 1.68176, 1.49984], [4.10230, -0.14672, 0.75920], [-1.08295, 0.47107, 2.08227], [-3.26264, -0.46726, 2.98482], [-3.79803, -2.88866, 2.48987], [-1.74575, -4.42823, 1.91349], [0.40463, -3.55001, 1.44727], [-3.02929, 1.80708, -1.93517], [-4.04218, 0.86735, -2.00769], [-5.34554, 1.14204, -1.57820], [-6.36273, 0.16937, -1.67258], [-6.08333, -1.09152, -2.16235], [-4.74620, -1.40229, -2.39202], [-3.72200, -0.45354, -2.35183], [-2.19657, -1.06225, -2.86083], [-1.22269, 0.32255, -2.46828], [-1.71196, 1.55561, -2.18792], [-0.81930, 2.63192, -1.71700], [-1.21992, 3.77420, -1.07876], [-0.28939, 4.72990, -0.74431], [1.07544, 4.57048, -1.14075], [1.55380, 3.39190, -1.59364], [0.59373, 2.43147, -1.86687], [-3.21139, 2.72496, -1.57837], [-5.63387, 2.14403, -1.23395], [-7.35784, 0.50077, -1.35153], [-6.88392, -1.71058, -2.51978], [-4.41443, -2.37153, -2.74780], [-2.29733, 3.91364, -0.79969], [-0.44215, 5.57538, -0.05975], [1.73484, 5.41619, -0.87353], [2.53815, 3.30465, -1.88320]],
  "lowdin_charge": [1.7542, -0.4724, 0.6817, -0.1602, -0.4383, -0.2660, -0.0016, 0.0449, -0.0059, -0.0941, -0.3323, 1.0053, -0.3583, -0.0769, -0.0489, -0.0406, -0.0424, -0.0488, -0.3659, -0.1224, -0.0488, -0.0126, -0.0386, -0.0608, 0.1058, 0.1313, 0.1440, 0.1176, 0.0802, 0.1473, 0.1248, 0.1074, 0.1048, 0.0835, 0.1384, 0.1382, 0.1261, 0.1088, 0.1681, -0.2218, 0.0297, -0.0235, -0.0122, -0.0685, -0.4710, 1.0973, -0.4315, -0.2662, -0.1566, 0.0256, 0.0632, 0.0259, -0.0155, -0.0910, 0.1311, 0.1346, 0.1358, 0.1318, 0.1142, 0.1550, 0.1557, 0.1549, 0.1265],
  "homo_ev": -16.3291,
  "de_lowest_kcal_mol": 30.2,
  "homo_lumo_gap_ha": 0.183,
  "charge": 3
}

Values for molecular weight, u, ordered as above
92.1; 594.3; 112.2; 64.1; 1115.5; 659.9